The following is a DFT calculation (ωB97M-V/def2-TZVPD) of a 2-piece molecular cluster, C4H14N2O overall.

Summary:
SMILES string ... NCCN.CCO

```
! RIJCOSX wB97M-V def2-TZVPD def2/J DEFGRID3
* xyz 0 1
O 0.7183 -0.8022 0.7344
N -0.1584 1.7397 1.3740
N -1.4825 0.3463 -1.6379
C -1.7476 1.0463 -0.3782
C 1.0749 -1.7025 -0.2755
C -0.6076 2.0214 -0.0003
C 2.1222 -2.6453 0.2811
H 0.6178 2.3451 1.6267
H 0.4888 0.1452 0.7475
H 1.6907 -3.2131 1.1045
H 0.1893 -2.2799 -0.5691
H -2.6961 1.5702 -0.4857
H -2.3049 -0.2001 -1.8722
H 0.1718 1.9398 -0.7576
H -1.0535 3.0170 -0.0996
H -1.8273 0.3614 0.4711
H -0.8981 2.0195 2.0056
H 3.0166 -2.1127 0.5952
H 2.3593 -3.3808 -0.4909
H -0.7787 -0.3675 -1.4715
H 1.4671 -1.1558 -1.1411
*
```

The following is a DFT calculation (ωB97M-V/def2-TZVPD) of C42H105CrLiN7O4P as an isolated structure.

Summary:
Expectation value of S² ... 6.017

```
! RIJCOSX wB97M-V def2-TZVPD def2/J DEFGRID3
* xyz 0 5
Cr 4.4975 17.0728 -0.4228
P 3.9080 17.3241 1.8286
O 4.3101 18.4505 0.8633
O 3.1779 16.3842 0.8254
O 3.8622 17.1496 3.3805
O 5.2011 16.6325 1.3197
N 3.0372 17.7734 -1.8922
N 7.4599 20.0223 -0.8302
N 0.7190 11.3828 -1.5195
N -0.5315 16.8583 4.1971
N 1.2326 22.1370 2.7840
N 4.9637 14.1117 3.8310
N 7.5063 16.8919 3.6948
C -0.6272 15.5928 4.9728
C 1.7973 12.2849 -1.1014
C 9.8421 19.4532 -0.3988
C 8.2323 17.0118 2.4130
C 0.4088 16.6660 3.0544
C 1.6418 17.6621 -1.3823
C 0.2325 9.4950 -3.0570
C -0.0811 18.0333 5.0059
C 4.2711 15.3284 5.9529
C 8.5018 18.9716 -0.9691
C -0.2902 15.8571 1.9425
C 2.0971 21.0276 2.2970
C 1.3569 23.3237 0.5709
C 1.2704 13.4656 -0.2869
C -1.5687 15.6889 6.1472
C 0.8103 10.0009 0.7175
C 7.9829 21.0873 -3.1630
C 8.4497 16.4076 4.7344
C 5.2726 13.4370 1.4377
C 7.1015 20.1672 0.5869
C 1.3514 10.4535 -2.4640
C 0.4153 21.7254 3.9277
C 1.2897 18.0250 5.7835
C 7.6029 21.2724 -1.6482
C 7.7248 19.3683 4.2986
C 2.6520 15.6503 -3.3366
C 6.8407 18.1690 3.9952
C 8.0025 16.3838 6.1676
C 5.9825 13.2322 4.4012
C 5.9564 21.1652 0.8209
C -0.0236 10.7770 -0.3862
C 3.0457 17.1491 -3.2531
C 3.3777 19.2011 -2.0240
C 8.7722 15.6884 1.8505
C 0.4705 22.8017 1.7315
C 5.4856 11.8174 4.8707
C 1.2386 18.5822 -0.1906
C 3.8918 14.4405 4.7371
C 4.6624 19.5376 -2.7672
C 3.1420 20.5594 3.3896
C 4.3228 13.5459 2.5999
C 0.0009 23.0395 4.6585
Li 5.4123 16.0847 3.2317
H 8.6748 15.3715 4.4817
H 6.6759 21.8442 -1.6043
H 8.3275 21.8740 -1.0993
H 4.8247 12.0010 5.7179
H 7.2064 20.5172 -3.6731
H -2.5675 15.9542 5.8006
H 4.8501 16.1914 5.6241
H 5.5465 18.9456 -2.5308
H 0.8958 17.7591 -2.1710
H 0.5195 13.9747 -0.8910
H 2.0613 9.8006 -1.9562
H 4.7375 13.2052 0.5168
H 1.4596 10.6325 1.3238
H 0.3143 16.0502 1.0563
H -1.2802 16.4336 6.8891
H 7.0127 15.9303 6.2210
H 6.1748 18.4796 3.1901
H 9.5646 15.3419 2.5139
H 1.4407 16.6396 -1.0627
H 2.5091 11.7132 -0.5058
H 9.8927 19.5856 0.6819
H 1.2552 9.1014 0.2921
H 7.9503 20.5638 1.1439
H -0.1503 18.9548 4.4279
H 2.8393 15.3280 -4.3609
H 6.2832 11.1629 5.2222
H -0.8620 18.2973 5.7191
H -0.3312 14.7792 2.0990
H 5.8684 14.3135 1.1832
H 1.4621 18.9570 6.3217
H 0.7054 17.6044 2.5859
H 0.2203 18.3174 0.0944
H 0.9271 21.0457 4.6091
H 4.8759 11.3211 4.1157
H 8.1350 18.0674 -0.4832
H 8.7280 15.8640 6.7935
H 0.8985 23.5405 5.0209
H 6.4504 13.7365 5.2467
H 1.6688 22.4641 -0.0223
H -1.5283 14.7500 6.6994
H -0.1163 23.6713 2.0274
H 1.5888 15.5352 -3.1261
H 2.1289 17.7903 5.1286
H 1.9278 10.8751 -3.2875
H 3.1245 15.0615 4.2748
H -0.2504 22.1587 1.2267
H 4.3902 19.5262 -3.8227
H 2.3139 23.7237 0.9061
H 0.3700 15.3304 5.3258
H 6.8620 19.2119 1.0541
H 4.9971 20.5533 -2.5570
H 2.6380 21.2575 1.3791
H 1.3261 16.1630 3.3604
H 3.8719 12.5750 2.8057
H -0.5472 10.1524 -3.4417
H 1.4844 20.1726 2.0113
H 5.7205 21.1077 1.8835
H 1.3380 17.2650 6.5634
H 8.4623 19.5425 3.5152
H 2.5401 19.7705 -2.4268
H -0.7693 10.1589 -0.8861
H 3.2029 14.9884 -2.6683
H 8.1197 22.0674 -3.6200
H 3.4031 15.8754 6.3209
H 10.6257 18.7034 -0.5079
H -1.3199 16.1751 1.7792
H 8.9523 20.6250 -3.3492
H 2.0327 14.2370 -0.1774
H 2.4188 17.7541 -3.9082
H -0.6092 23.6880 4.0298
H 2.2433 12.5897 -2.0482
H 3.5021 21.4046 3.9761
H 7.4798 17.4104 1.7327
H 7.9161 17.3899 6.5780
H 3.5358 14.2048 2.2330
H 9.3992 16.9409 4.6893
H 7.0980 20.2539 4.4031
H 6.2021 22.1657 0.4649
H -0.1423 8.7719 -2.3326
H 8.9618 17.8207 2.3753
H -0.6049 11.4980 0.1884
H -0.5768 22.7570 5.5386
H 10.1609 20.3580 -0.9163
H 1.3053 19.6545 -0.3744
H -0.9440 14.8075 4.2864
H 0.8831 24.1382 0.0229
H 3.4624 19.5929 -1.0104
H 8.2397 19.2328 5.2497
H 8.5200 18.8059 -2.0463
H 6.1271 17.9360 4.7855
H 2.8339 19.7406 4.0399
H 6.8648 13.1224 3.7707
H 0.8417 13.2039 0.6805
H 4.6916 14.7500 6.7756
H 0.1059 9.6027 1.4478
H 6.0389 12.6744 1.5771
H 3.3963 13.5408 5.1018
H 7.9974 14.9284 1.9522
H -0.4731 21.2222 3.5460
H 4.0434 20.1531 2.9310
H 0.6400 8.9661 -3.9186
H 1.7781 18.3122 0.7172
H 4.0211 17.3266 -3.7061
H 5.0412 20.7945 0.3591
H 9.1634 15.7232 0.8338
*
```

The following is a DFT calculation (ωB97M-V/def2-TZVPD) of C10H40F4Mn2N20O14P2 as an isolated structure.

Summary:
Expectation value of S² ... 30.004

```
! RIJCOSX wB97M-V def2-TZVPD def2/J DEFGRID3
* xyz 2 11
Mn 3.0261 -0.3123 -2.8907
Mn -1.7490 -2.8484 -1.3506
P 0.4593 -0.1424 -0.5405
P 0.8523 -3.0622 -3.6194
F 0.2950 -2.7983 -5.0794
F 1.2995 -0.7126 0.7140
F 1.7590 -4.3738 -3.7078
F -0.2795 1.1749 0.0249
O 4.0763 4.1836 -0.2271
O -0.6300 -4.0072 0.0799
O 2.9733 1.2185 3.3886
O 3.9148 -0.9904 -1.1374
O -2.6732 -1.7780 -2.7516
O 1.8208 -1.9634 -3.3278
O -0.5475 -1.2344 -0.6689
O 1.2201 1.8726 -3.8836
O -3.1630 0.5471 3.8871
O -3.4482 0.8766 -1.2548
O -0.2341 -3.3929 -2.6651
O 1.5064 5.3002 -2.5360
O 1.4522 0.1951 -1.6106
O -3.0335 -2.4246 0.2511
N 3.3970 3.5188 1.8148
N -0.0606 -5.5521 1.6826
N -1.3760 1.2195 5.1285
N 2.2538 0.3223 5.3192
N 3.6993 -2.2901 0.7181
N -2.0288 -1.1560 -4.8239
N -1.0382 0.5004 3.0143
N -3.7187 -0.0363 -3.8553
N -3.0471 -2.0886 2.4422
N -0.0618 1.5698 -5.6801
N 0.8576 5.2944 -0.2917
N 0.5372 -3.3637 1.8352
N -2.8885 1.5806 0.8152
N -4.9895 0.8122 0.3699
N 0.6940 3.4476 -1.5353
N 5.6349 -1.2281 0.3041
N 1.7519 -0.7202 3.3675
N -5.0310 -2.3690 1.3528
N -0.7890 3.0520 -4.1299
N 3.7527 1.9714 0.2319
C 0.1917 2.1901 -4.5027
C -1.9600 0.7378 4.0008
C -2.8298 -1.0574 -3.7588
C 1.0965 4.7575 -1.5207
C -3.7373 1.0950 -0.0759
C 0.0144 -4.3494 1.0958
C 2.4487 0.2689 3.9830
C -3.6866 -2.2587 1.3131
C 3.7611 3.2800 0.5382
C 4.3914 -1.4695 -0.0859
H -1.9540 1.5768 0.4219
H -0.9411 1.6897 -6.1474
H -2.9832 1.8238 1.7848
H -1.9277 1.3184 5.9652
H 4.0581 1.8020 -0.7098
H -2.0467 -2.0149 2.3820
H -3.5243 -1.9516 3.3174
H 1.8371 -0.8012 2.3609
H -5.4469 -2.6449 0.4805
H 0.8886 -3.5127 2.7631
H 4.1251 -2.8755 1.4139
H -4.2377 0.2153 -3.0262
H 0.7014 1.1112 -6.1453
H 3.5754 1.2269 0.8808
H 6.3046 -0.6323 -0.1544
H 1.7224 -0.4613 5.6545
H -0.5348 -6.2638 1.1475
H 3.7178 4.4191 2.1328
H -3.5273 0.6958 -4.5138
H 0.0676 3.0880 -0.8482
H -1.3464 0.1387 2.1279
H -1.1631 3.1423 -3.1997
H 2.3364 1.1677 5.8541
H 5.9909 -1.5962 1.1708
H -1.4897 3.2236 -4.8310
H 0.7233 -5.7566 2.2810
H 0.7471 6.2741 -0.1010
H -0.5270 1.7572 5.1445
H 0.4795 -2.4707 1.3780
H 2.7920 -2.5660 0.3795
H 0.6142 4.6505 0.4328
H -0.0525 0.5069 3.2135
H -1.5152 -2.0170 -4.8998
H -5.2316 0.8301 1.3471
H 0.7239 2.9580 -2.4264
H -2.2400 -0.5617 -5.6034
H 2.9940 2.8536 2.4532
H -5.5645 0.2130 -0.1943
H 1.2287 -1.3609 3.9339
H -5.5112 -2.2018 2.2177
*
```

Max |F| for every record listed, in sequence, given in eV/A: 1.78, 7.60, 3.25.
Energy for every record listed, in sequence, given in eV: -9401.877, -101793.620, -161583.921.